ORCA calculation (ωB97M-V/def2-TZVPD) on a structure of composition H4N2S2 in a non-equilibrium geometry.

```
8
Properties=species:S:1:pos:R:3:mulliken_charge:R:1
S 1.35912 -0.74577 -0.70276 -0.0909
S -1.41254 -0.63034 -1.04850 -0.0725
N 1.60607 0.86347 -0.34605 -0.4336
N -1.63993 -0.73664 0.58500 -0.4455
H -1.18621 0.03891 0.98859 0.2389
H 1.06914 1.11244 0.45202 0.2381
H -1.29500 -1.57266 1.10848 0.2884
H 1.49936 1.67059 -1.03679 0.2772
```

Output
- multiplicity = 1
- E_HOMO (hartree) = -0.30388

ORCA calculation (ωB97M-V/def2-TZVPD) on a cluster of 2 separate species, H4N3O in total.

```
8
Properties=species:S:1:pos:R:3:mulliken_charge:R:1
O -1.64749 0.65490 -0.11788 -0.5261
N -1.67097 -0.64983 -0.09901 -0.3359
N 0.79074 0.60270 -0.19210 -0.5259
N 0.76790 -0.78557 -0.18140 -0.5444
H 0.93209 0.90174 0.78150 0.2271
H -1.52971 -0.99569 0.88234 0.1214
H -0.24276 0.93503 -0.37190 0.4079
H 0.70742 -1.05119 -1.16983 0.1758
```

Output
- multiplicity = 1
- charge = -1
- E_HOMO (spin up / spin down) (hartree) = -0.09591 / -0.07490

ORCA calculation (ωB97M-V/def2-TZVPD) on a cluster of 2 separate species, H4N3P in total in a non-equilibrium geometry.

```
8
Properties=species:S:1:pos:R:3:lowdin_spin:R:1
P -1.95391 -1.73084 -0.86045 0.7470
N -0.16560 -0.65529 0.86512 0.7230
N -0.93339 -1.16091 0.19936 0.4063
N 1.14439 1.41026 -0.08907 0.0157
H 1.09972 1.91498 0.78634 -0.0002
H 1.18563 2.08195 -0.84443 0.0016
H 1.99579 0.86524 -0.09221 0.0000
H -2.37262 -2.72539 0.03533 0.1066
```

Output
- multiplicity = 3
- E_HOMO (spin up / spin down) (hartree) = -0.21428 / -0.35119

ORCA calculation (ωB97M-V/def2-TZVPD) on a cluster of 2 separate species, H4N4O2 in total in a non-equilibrium geometry.

```
10
Properties=species:S:1:pos:R:3:mulliken_charge:R:1
O 1.83755 -0.24282 -0.72905 -0.4483
O 2.52305 1.64020 -1.54688 -0.6565
N -1.49813 -0.77184 0.67620 -0.4369
N 0.65464 1.54554 -0.49859 -0.6553
N -0.41840 -1.35659 0.38305 -0.1065
N 1.67009 1.09676 -0.95668 1.0422
H 1.13145 -0.38910 -0.11097 0.5121
H 0.68804 2.55721 -0.65297 0.2398
H -1.51268 0.25584 0.43988 0.2841
H -0.51342 -2.34372 0.72219 0.2254
```

Output
- SMILES string = [H]/N=[N+](\[O-])O.[H]/N=N/[H]
- multiplicity = 1
- E_HOMO (hartree) = -0.37060

ORCA calculation (ωB97M-V/def2-TZVPD) on a cluster of 2 separate species, H4N4O2 in total in a non-equilibrium geometry.

```
10
Properties=species:S:1:pos:R:3:mulliken_charge:R:1
O -4.37923 -0.31838 0.22824 -0.3244
O 0.02821 -0.96733 0.72392 -0.4045
N -3.21749 -0.56530 0.37701 0.1332
N 1.02700 1.35674 -0.17680 -0.1803
N 0.36528 0.52583 -0.98490 -0.1603
N -0.10165 -0.56490 -0.64408 -0.1435
H 1.19511 1.16113 0.78750 0.2334
H -2.47587 0.08037 0.03254 0.2036
H -0.26704 -1.92273 0.57843 0.3998
H 1.30636 2.25805 -0.58447 0.2431
```

Output
- SMILES string = N/N=N\O.N=O
- multiplicity = 1
- E_HOMO (hartree) = -0.33199

ORCA calculation (ωB97M-V/def2-TZVPD) on the ion H4N5 with charge +1 in a non-equilibrium geometry.

```
9
Properties=species:S:1:pos:R:3:mulliken_charge:R:1
N 1.62518 -0.28627 -0.06799 -0.3977
N -0.54650 0.89853 0.20808 -0.0485
N 0.70617 0.73662 0.05355 0.3342
N -2.20821 -0.72665 0.32203 -0.2032
N -1.55495 0.12943 -0.20887 0.0713
H 1.30695 -1.29120 -0.21174 0.2968
H 1.27128 1.53128 0.44188 0.3293
H 2.54267 -0.02350 -0.35660 0.2803
H -3.14259 -0.96824 -0.18034 0.3375
```

Output
- SMILES string = [H]/N=N/N=[NH+]\N
- multiplicity = 1
- charge = +1
- E_HOMO (hartree) = -0.53350

ORCA calculation (ωB97M-V/def2-TZVPD) on an isolated molecule of H4NO2PS in a non-equilibrium geometry.

```
9
Properties=species:S:1:pos:R:3:mulliken_charge:R:1
S 1.05074 1.57828 1.96255 -0.4221
P 0.04851 0.26940 0.58878 0.7336
O -1.48800 0.69443 0.04598 -0.5119
O -0.24855 -1.14509 1.31398 -0.4281
N 0.69852 -0.07656 -0.95347 -0.5313
H 1.69371 0.01511 -1.06777 0.2765
H -0.06731 -1.09041 2.18593 0.3018
H 0.38113 -0.96815 -1.16283 0.2542
H -1.59652 1.39266 -0.57419 0.3274
```

Output
- SMILES string = NP(O)(O)=S
- multiplicity = 1
- E_HOMO (hartree) = -0.32819

ORCA calculation (ωB97M-V/def2-TZVPD) on a cluster of 2 separate species, H4NO2PS in total in a non-equilibrium geometry.

```
9
Properties=species:S:1:pos:R:3:mulliken_charge:R:1
S 0.35762 0.53791 -0.39671 0.7398
P 0.41339 -1.60051 1.69766 -0.0277
O 0.75399 1.89184 -0.08072 -0.5345
O 1.08527 -0.14289 -1.43813 -0.4442
N -1.33728 0.79996 -0.82491 -0.4900
H -2.13368 0.29656 -0.48319 0.2711
H 0.57064 -2.08512 0.35522 0.1097
H 1.82591 -1.48947 1.85992 0.0971
H -1.53585 1.79172 -0.68915 0.2786
```

Output
- multiplicity = 1
- E_HOMO (spin up / spin down) (hartree) = -0.35624 / -0.34549

ORCA calculation (ωB97M-V/def2-TZVPD) on a structure of composition H4NO3SSi in a non-equilibrium geometry.

```
10
Properties=species:S:1:pos:R:3:mulliken_charge:R:1
S -0.50534 2.96713 0.24861 0.3915
Si -0.49648 0.24885 0.10899 0.4028
O -0.70190 0.51876 1.63352 -0.5878
O 0.57188 3.93549 0.01691 -0.5525
O -0.32391 1.92567 -0.80101 -0.3387
N 0.64184 -2.93516 -0.34110 -0.4467
H 0.63802 -0.23723 -0.54912 -0.1529
H 0.28447 -3.10621 0.57315 0.2399
H -1.72784 -0.03799 -0.58281 -0.1660
H 1.61925 -3.27931 -0.30716 0.2104
```

Output
- multiplicity = 1
- charge = -1
- E_HOMO (spin up / spin down) (hartree) = -0.18555 / -0.09857

ORCA calculation (ωB97M-V/def2-TZVPD) on an isolated molecule of H4NOPS in a non-equilibrium geometry.

```
8
Properties=species:S:1:pos:R:3:mulliken_charge:R:1
S -2.08110 -0.30195 -0.28453 -0.3271
P -0.27973 0.57401 0.51428 0.3407
O 0.47287 1.41177 -0.65502 -0.4767
N 0.64399 -0.84920 0.35751 -0.5640
H 0.64909 -1.19773 1.30591 0.2522
H 0.53882 2.38026 -0.38343 0.3466
H -1.51369 -1.36126 -0.91527 0.1735
H 1.56976 -0.65591 0.06055 0.2547
```

Output
- SMILES string = NP(O)S
- multiplicity = 1
- E_HOMO (hartree) = -0.31765

ORCA calculation (ωB97M-V/def2-TZVPD) on a cluster of 2 separate species, H4NOPS in total in a non-equilibrium geometry.

```
8
Properties=species:S:1:pos:R:3:mulliken_charge:R:1
S 1.82783 2.14278 -2.46829 -0.2837
P 0.85426 1.35302 -0.97480 0.2161
O 0.87032 -0.25321 -0.95511 -0.4133
N -0.81742 -0.74698 0.97941 -0.8123
H -1.04238 -1.60182 1.42017 0.2134
H 0.04544 -0.43973 -0.46258 0.5213
H 0.00174 -0.21986 1.48555 0.2988
H -1.73979 -0.23418 0.97566 0.2597
```

Output
- SMILES string = OP=S.N
- multiplicity = 1
- E_HOMO (hartree) = -0.32815

ORCA calculation (ωB97M-V/def2-TZVPD) on an isolated molecule of H4NP3 in a non-equilibrium geometry.

```
8
Properties=species:S:1:pos:R:3:mulliken_charge:R:1
P -0.13961 -0.30589 -1.38530 -0.1305
P -1.80645 0.54469 -0.03819 0.2170
P 1.50237 0.26909 -0.06785 -0.1085
N -1.80496 0.13026 1.44705 -0.4352
H 0.93251 -0.70198 0.83742 0.0112
H 2.52085 -0.54605 -0.72313 0.0801
H -1.11489 -0.37471 1.84227 0.2827
H -0.08982 0.98460 -1.91228 0.0832
```

Output
- SMILES string = N=P#[PH]P
- multiplicity = 1
- E_HOMO (hartree) = -0.32200

So what do the calculations give for ΔE to the lowest compared entry with this formula, charge and spin? Going down the list: 31.0 67.3 0.0 14.2 24.5 105.4 14.7 133.7 45.8 3.9 12.6 4.8 kcal per mole.